C7H19BF4N3O3Rb | wB97M-V/def2-TZVPD

```
! RIJCOSX wB97M-V def2-TZVPD def2/J DEFGRID3
* xyz 0 1
Rb 0.451 -0.312 0.634
B -1.084 -2.212 -0.171
F -0.405 -2.531 1.000
F -0.366 -1.742 -1.211
F -1.772 -3.266 -0.580
F -1.962 -1.238 0.137
C 3.544 0.312 -1.295
O 2.136 0.202 -1.184
C 1.408 0.556 -2.397
C -0.146 0.419 -2.218
N -0.622 1.194 -1.062
C -2.034 1.314 -1.085
C -2.729 1.933 0.193
O -2.151 3.221 0.350
C -2.574 3.736 1.567
H 4.064 -0.338 -0.592
H 3.945 1.324 -1.228
H 3.817 -0.084 -2.273
H 1.767 -0.140 -3.155
H 1.701 1.562 -2.697
H -0.349 -0.623 -1.974
H -0.695 0.708 -3.115
H -0.167 2.083 -1.216
H -2.466 0.321 -1.206
H -2.320 1.898 -1.961
H -2.475 1.310 1.051
H -3.813 2.001 0.106
H -2.419 3.150 2.473
H -3.629 3.935 1.379
H -2.218 4.752 1.736
C 1.714 -2.486 2.204
O 1.854 -1.376 1.760
N 0.736 -3.293 2.168
N 2.700 -3.010 2.901
H -0.106 -2.852 1.827
H 0.686 -4.191 2.627
H 3.399 -2.328 3.157
H 2.579 -3.907 3.350
*
```

Computed properties:
HOMO-LUMO gap = 8.720 eV
ΔE to the lowest compared entry with this formula, charge and spin = 842.7 kJ/mol
E_tot = -1116.42087 Ha